Entry P
{"formula": "C8H12O2", "method": "ωB97M-V with the def2-TZVPD basis set", "lumo_energy_ev": 0.59, "smiles": "Cc1ccc(O)cc1.CO", "symbols": ["C", "C", "C", "C", "C", "O", "C", "C", "H", "H", "H", "H", "H", "H", "H", "H", "C", "O", "H", "H", "H", "H"], "xyz": [[-1.45, 2.90, -0.94], [-0.87, 1.91, 0.04], [-0.50, 0.63, -0.33], [-0.11, -0.26, 0.64], [-0.01, 0.12, 2.00], [0.32, -0.82, 2.92], [-0.49, 1.37, 2.38], [-0.87, 2.26, 1.40], [-1.02, 2.86, -1.94], [-1.54, 3.88, -0.48], [-2.46, 2.55, -1.24], [-0.63, 0.31, -1.36], [0.39, -1.19, 0.40], [0.93, -1.47, 2.62], [-0.57, 1.47, 3.46], [-1.26, 3.25, 1.61], [1.96, -3.32, -1.62], [1.24, -3.64, -2.79], [3.02, -3.25, -1.87], [1.81, -4.03, -0.80], [1.71, -2.31, -1.29], [0.39, -3.20, -2.80]]}



Entry Q
{"formula": "C8H12O2", "method": "ωB97M-V with the def2-TZVPD basis set", "lumo_energy_ev": [0.18, 0.73], "symbols": ["C", "C", "C", "C", "C", "C", "C", "C", "O", "O", "H", "H", "H", "H", "H", "H", "H", "H", "H", "H", "H", "H"], "xyz": [[0.79, 0.28, 0.47], [2.07, 0.04, 0.17], [-1.56, -0.78, -0.10], [-1.40, 0.70, -0.03], [3.17, 1.03, -0.21], [2.61, -1.39, 0.02], [-2.76, -1.61, 0.07], [-2.51, 1.68, 0.25], [-0.18, 1.13, 0.56], [-1.42, -0.01, -1.28], [3.00, 2.00, 0.22], [4.13, 0.83, 0.15], [3.24, 1.13, -1.27], [1.78, -2.11, 0.15], [2.99, -1.61, -1.00], [3.43, -1.52, 0.83], [-3.61, -1.04, -0.42], [-2.88, -2.12, 1.00], [-2.58, -2.46, -0.63], [-2.65, 1.51, 1.35], [-3.43, 1.64, -0.35], [-2.21, 2.69, 0.06]]}



Short version: entry Q is the least stable of them.



Entry P
{"formula": "C6H29NO9", "method": "ωB97M-V with the def2-TZVPD basis set", "lumo_energy_ev": 0.07, "smiles": "CCN[C@@H](C)CC=O.O.O.O.O.O.O.O.O", "symbols": ["C", "C", "N", "C", "C", "C", "C", "O", "H", "H", "H", "H", "H", "H", "H", "H", "H", "H", "H", "H", "H", "O", "H", "H", "O", "H", "H", "O", "H", "H", "O", "H", "H", "O", "H", "H", "O", "H", "H", "O", "H", "H", "O", "H", "H"], "xyz": [[1.08, -3.04, 0.71], [1.28, -1.77, 1.52], [0.53, -0.67, 0.89], [0.78, 0.64, 1.54], [2.16, 1.16, 1.30], [-0.30, 1.59, 0.89], [-0.87, 2.48, 1.92], [-2.07, 2.49, 2.15], [1.83, -3.05, -0.08], [0.07, -3.00, 0.31], [1.11, -3.91, 1.35], [2.34, -1.52, 1.68], [0.97, -1.81, 2.57], [0.77, -0.62, -0.10], [0.48, 0.47, 2.56], [2.24, 2.23, 1.44], [2.91, 0.85, 2.03], [2.57, 0.93, 0.32], [0.19, 2.18, 0.10], [-1.03, 1.01, 0.34], [-0.22, 3.17, 2.46], [-2.33, -1.20, -1.77], [-1.46, -1.59, -1.64], [-2.75, -1.03, -0.93], [-0.58, 0.46, -4.07], [-0.32, 0.06, -4.90], [-1.54, 0.36, -4.06], [1.22, -0.42, -2.27], [0.52, 0.02, -2.79], [2.08, -0.01, -2.18], [-3.52, 2.36, -0.70], [-3.07, 2.51, 0.14], [-3.77, 1.44, -0.60], [-1.61, -1.62, 3.92], [-2.34, -2.17, 4.19], [-1.38, -1.85, 3.01], [-3.02, -0.13, 1.46], [-2.10, -0.11, 1.16], [-3.12, 0.76, 1.86], [2.88, -2.33, -3.57], [2.24, -1.91, -2.97], [3.13, -1.63, -4.17], [4.20, 0.85, -1.61], [5.07, 0.82, -1.21], [4.05, 1.79, -1.74]]}



Entry Q
{"formula": "C6H29NO9", "method": "ωB97M-V with the def2-TZVPD basis set", "lumo_energy_ev": 0.28, "smiles": "CCN(CC)CC=O.O.O.O.O.O.O.O.O", "symbols": ["C", "C", "N", "C", "C", "C", "C", "O", "H", "H", "H", "H", "H", "H", "H", "H", "H", "H", "H", "H", "H", "O", "H", "H", "O", "H", "H", "O", "H", "H", "O", "H", "H", "O", "H", "H", "O", "H", "H", "O", "H", "H", "O", "H", "H"], "xyz": [[1.97, -2.27, 2.09], [0.68, -2.06, 2.89], [-0.27, -1.43, 1.93], [-1.30, -2.35, 1.49], [-2.08, -1.97, 0.21], [-0.96, -0.27, 2.57], [-0.11, 0.95, 2.35], [-0.54, 1.94, 1.82], [2.53, -1.34, 2.04], [2.64, -3.00, 2.58], [1.88, -2.76, 1.12], [0.88, -1.38, 3.71], [0.27, -3.01, 3.24], [-1.97, -2.72, 2.28], [-0.83, -3.26, 1.10], [-3.14, -2.01, 0.47], [-1.93, -0.90, 0.07], [-1.85, -2.49, -0.71], [-1.16, -0.52, 3.62], [-1.97, -0.12, 2.19], [0.88, 0.92, 2.80], [0.29, -1.13, -1.77], [1.08, -1.02, -2.31], [0.62, -1.08, -0.86], [2.15, 1.53, 0.19], [1.20, 1.38, 0.25], [2.71, 0.79, 0.35], [1.18, 1.95, -3.48], [0.57, 2.25, -2.79], [0.73, 2.32, -4.25], [0.64, 4.30, -1.11], [1.59, 4.41, -1.07], [0.45, 3.46, -0.67], [3.23, -0.14, -3.07], [3.36, -0.17, -4.01], [2.66, 0.48, -2.63], [-2.72, -1.48, -3.34], [-2.85, -2.00, -2.54], [-1.90, -1.02, -3.13], [-2.35, 3.88, -0.49], [-1.93, 4.59, -1.00], [-1.51, 3.56, -0.15], [-0.79, 1.33, -0.85], [-1.22, 1.43, 0.01], [-0.81, 0.41, -1.13]]}



Entry R
{"formula": "C6H29NO9", "method": "ωB97M-V with the def2-TZVPD basis set", "lumo_energy_ev": -0.05, "smiles": "COCCNCCOC.O.O.O.O.O.O.O", "symbols": ["C", "O", "C", "C", "N", "C", "C", "O", "C", "H", "H", "H", "H", "H", "H", "H", "H", "H", "H", "H", "H", "H", "H", "H", "O", "H", "H", "O", "H", "H", "O", "H", "H", "O", "H", "H", "O", "H", "H", "O", "H", "H", "O", "H", "H"], "xyz": [[0.49, -2.85, 5.70], [-0.04, -3.41, 4.53], [-1.29, -2.87, 4.16], [-1.15, -1.52, 3.47], [-0.40, -1.60, 2.23], [0.20, -0.29, 1.91], [1.02, -0.35, 0.62], [1.56, 0.92, 0.40], [2.47, 1.02, -0.65], [1.52, -3.17, 5.81], [-0.09, -3.19, 6.57], [0.47, -1.75, 5.73], [-1.95, -2.77, 5.03], [-1.87, -3.61, 3.61], [-0.66, -0.84, 4.19], [-2.13, -1.08, 3.30], [0.41, -2.20, 2.42], [0.95, -0.07, 2.69], [-0.60, 0.44, 1.89], [0.27, -0.56, -0.16], [1.76, -1.15, 0.68], [3.00, 1.97, -0.68], [2.01, 0.91, -1.64], [3.23, 0.23, -0.61], [2.12, 2.70, -4.52], [1.60, 2.81, -3.71], [2.83, 3.34, -4.47], [-2.59, 1.74, -4.20], [-3.54, 1.90, -4.09], [-2.43, 1.83, -5.14], [-0.82, 0.66, -2.00], [0.00, 1.16, -2.00], [-1.32, 1.01, -2.76], [0.99, 3.55, -1.86], [1.03, 4.48, -2.10], [0.84, 3.54, -0.90], [-0.97, -1.92, -3.27], [-0.48, -1.19, -3.67], [-1.25, -1.57, -2.42], [-2.19, 0.52, 0.39], [-1.94, -0.34, 0.76], [-1.77, 0.54, -0.51], [0.21, 0.62, -4.85], [-0.50, 1.18, -5.17], [0.96, 1.22, -4.72]]}



Short version: entry Q is the least stable of them.



Entry P
{"formula": "C3H4N2O2", "method": "ωB97M-V with the def2-TZVPD basis set", "lumo_energy_ev": -0.07, "smiles": "O=C1N=CCN1O", "symbols": ["O", "C", "N", "C", "C", "N", "O", "H", "H", "H", "H"], "xyz": [[2.61, 0.13, -1.59], [1.65, 0.06, -0.85], [1.56, -0.94, 0.24], [0.45, -0.67, 0.83], [-0.19, 0.54, 0.15], [0.47, 0.81, -1.13], [-0.68, 0.82, -1.94], [-0.07, -1.37, 1.56], [-1.20, 0.38, 0.02], [0.04, 1.35, 0.88], [-1.20, 1.34, -1.39]]}



Entry Q
{"formula": "C3H4N2O2", "method": "ωB97M-V with the def2-TZVPD basis set", "lumo_energy_ev": 0.21, "smiles": "C=NN(C=O)C=O", "symbols": ["C", "N", "N", "C", "O", "C", "O", "H", "H", "H", "H"], "xyz": [[-1.31, -1.35, 0.30], [-1.10, -0.32, -0.45], [0.01, 0.39, -0.12], [1.24, -0.10, 0.56], [1.45, -1.16, 1.09], [0.10, 1.61, -0.74], [-0.53, 1.96, -1.80], [-2.23, -1.92, 0.06], [-0.64, -1.86, 1.07], [1.97, 0.60, 0.27], [1.05, 2.14, -0.25]]}



Entry R
{"formula": "C3H4N2O2", "method": "ωB97M-V with the def2-TZVPD basis set", "lumo_energy_ev": 0.69, "smiles": "NC1=CN1.O=C=O", "symbols": ["N", "C", "C", "N", "H", "H", "H", "H", "O", "C", "O"], "xyz": [[1.23, -0.03, -1.52], [0.83, -0.51, -0.33], [0.48, -1.44, 0.50], [0.47, 0.06, 0.94], [1.33, 0.96, -1.67], [1.02, -0.60, -2.33], [-0.20, -2.24, 0.78], [1.34, 0.20, 1.48], [-2.51, 0.16, 0.31], [-2.14, 1.19, 0.72], [-1.85, 2.25, 1.11]]}



Short version: entry P is the least stable of them.



Entry P
{"formula": "C3H4N2O2", "method": "ωB97M-V with the def2-TZVPD basis set", "lumo_energy_ev": 0.26, "smiles": "Nc1ncoc1O", "symbols": ["N", "C", "N", "C", "O", "C", "O", "H", "H", "H", "H"], "xyz": [[-1.85, -0.63, 0.01], [-0.60, 0.01, -0.12], [-0.31, 1.08, -1.08], [1.02, 1.04, -1.01], [1.65, 0.36, -0.06], [0.65, -0.26, 0.55], [0.75, -1.04, 1.63], [-2.41, -0.21, -0.84], [-1.82, -1.67, 0.10], [1.63, 1.72, -1.65], [1.29, -0.41, 2.47]]}



Entry Q
{"formula": "C3H4N2O2", "method": "ωB97M-V with the def2-TZVPD basis set", "lumo_energy_ev": -0.14, "symbols": ["C", "N", "N", "C", "O", "C", "O", "H", "H", "H", "H"], "xyz": [[1.30, -0.59, -0.96], [0.01, -0.07, -0.53], [0.04, 1.14, -0.27], [-1.18, 1.63, 0.29], [-1.68, 1.18, 1.29], [-0.45, -1.50, 1.79], [-1.47, -1.99, 1.88], [1.19, -0.96, -1.98], [2.09, 0.16, -0.90], [1.53, -1.45, -0.32], [-1.54, 2.55, -0.21]]}



Short version: entry P is the least stable of them.



Entry P
{"formula": "C8H18N2O2", "method": "ωB97M-V with the def2-TZVPD basis set", "lumo_energy_ev": 0.49, "smiles": "C[C@@H]1[C@H](C)N1C.CCC(=O)NO", "symbols": ["C", "C", "C", "C", "N", "C", "H", "H", "H", "H", "H", "H", "H", "H", "H", "H", "H", "C", "C", "C", "O", "N", "O", "H", "H", "H", "H", "H", "H", "H"], "xyz": [[0.96, 2.00, -1.99], [0.82, 1.34, -0.64], [0.47, 2.06, 0.62], [0.21, 3.54, 0.71], [1.83, 1.62, 0.36], [2.31, 0.48, 1.14], [1.33, 3.03, -1.90], [1.66, 1.44, -2.61], [-0.01, 2.02, -2.51], [0.47, 0.32, -0.69], [-0.09, 1.47, 1.34], [0.47, 3.91, 1.72], [0.81, 4.09, -0.01], [-0.84, 3.75, 0.54], [1.55, -0.24, 1.35], [3.12, -0.02, 0.60], [2.70, 0.84, 2.10], [-0.68, -3.30, -1.18], [-1.37, -1.97, -0.84], [-1.05, -1.54, 0.56], [-0.09, -0.84, 0.85], [-1.91, -1.95, 1.57], [-2.65, -3.11, 1.33], [0.40, -3.21, -1.03], [-1.06, -4.11, -0.53], [-0.87, -3.58, -2.22], [-1.01, -1.18, -1.51], [-2.45, -2.07, -0.97], [-1.47, -1.98, 2.49], [-3.57, -2.81, 1.35]]}



Entry Q
{"formula": "C8H18N2O2", "method": "ωB97M-V with the def2-TZVPD basis set", "lumo_energy_ev": 0.44, "smiles": "CC#N.CC#N.CCO.CCO", "symbols": ["C", "C", "N", "H", "H", "H", "C", "C", "N", "H", "H", "H", "C", "C", "O", "H", "H", "H", "H", "H", "H", "C", "C", "O", "H", "H", "H", "H", "H", "H"], "xyz": [[92.24, 49.40, 83.90], [92.69, 48.33, 82.91], [93.11, 47.60, 82.15], [92.83, 49.52, 84.62], [91.82, 50.44, 83.19], [91.32, 49.09, 84.36], [91.89, 47.73, 75.24], [91.05, 46.79, 76.16], [90.34, 46.00, 76.72], [91.14, 48.28, 74.72], [92.43, 48.53, 75.70], [92.56, 47.06, 74.77], [96.49, 49.33, 75.69], [95.68, 48.34, 76.54], [95.64, 48.73, 77.79], [97.53, 49.32, 76.03], [96.12, 50.34, 75.58], [96.62, 48.88, 74.75], [96.17, 47.38, 76.50], [94.66, 48.30, 75.99], [94.85, 48.40, 78.34], [94.52, 45.42, 79.19], [93.43, 46.32, 78.69], [93.54, 47.49, 79.35], [95.31, 45.99, 79.11], [94.61, 44.60, 78.37], [94.23, 45.02, 80.13], [92.44, 45.94, 78.93], [93.36, 46.48, 77.68], [93.38, 47.21, 80.30]]}



Short version: entry Q is the least stable of them.